[1]
10 unconnected molecules or ions with the total composition C31H42O30 at a distorted geometry, computed with the ωB97M-V functional and the def2-TZVPD basis.

XYZ file:
```
103
Properties=species:S:1:pos:R:3:forces:R:3
H -3.31941 -1.89587 -1.20475 -0.439 0.662 0.100
O 4.60155 1.21124 -0.35960 0.627 -0.624 3.037
H -1.77389 4.03044 -3.78070 0.318 0.266 0.196
O -2.43331 -3.94558 -0.77527 -2.829 0.951 -1.827
C 3.20370 0.19503 -2.93530 0.102 -0.715 1.393
C -0.09629 3.27690 -6.22685 0.762 1.036 -1.315
H -2.75306 -5.36157 3.02900 0.256 -0.488 0.364
H 2.55840 2.75664 -0.52120 -0.172 0.065 -0.799
H -1.82493 -1.16659 -1.81305 -0.134 0.580 -0.282
H -0.01530 3.59742 -3.51965 -0.097 0.595 0.304
C -1.14875 -4.04635 -0.73451 2.849 0.840 -1.364
C 0.46391 0.05033 1.02659 -0.078 -0.647 2.006
H 1.13395 -0.80851 1.06573 -0.287 -0.003 -0.007
C -1.02574 -0.14743 1.36002 1.144 0.024 -0.207
H 1.23433 -0.56811 7.27615 1.037 -0.571 -0.886
H -0.97344 -5.84811 2.85342 -0.380 -0.133 0.267
C 5.29764 1.21558 3.02448 0.351 0.149 -0.256
O 0.18444 -0.98324 -4.11607 0.723 0.614 0.638
C 4.05905 -3.06955 1.03407 2.339 0.429 -0.973
H -2.21114 -1.94870 -3.98403 -0.375 0.401 -0.375
O 5.08958 -2.44039 0.78533 -2.991 -1.634 0.757
H 3.17454 1.12620 -2.36946 -0.016 0.223 -0.533
O 2.56626 6.67907 -2.05545 -0.909 -1.874 2.456
C -4.44412 3.40355 -1.36684 -0.102 -1.222 1.472
H 5.47110 2.26044 3.28191 -0.044 0.028 -0.028
C -3.02547 -4.28622 0.47385 -1.393 -0.825 -0.729
H 2.99635 -0.86088 -0.91919 -0.294 0.482 -0.178
H 3.12210 1.43177 3.47679 0.288 -0.200 0.361
O 2.17856 0.08562 -3.90314 -0.294 0.682 -1.110
H 1.10035 -3.15988 1.51488 0.019 -0.454 0.180
C -0.70226 1.11841 -0.50553 -1.741 2.074 -1.316
H -1.39607 -1.12961 1.06627 -0.216 0.043 -0.142
H -2.06513 -6.20891 0.70047 -0.034 0.005 -0.140
O 1.99021 4.54580 -1.53507 -0.387 -0.028 -0.523
C -4.54041 -0.41067 -3.39468 -2.552 2.750 -0.775
O -5.44578 0.35723 -3.71491 2.027 -1.201 1.159
O -5.54232 5.22361 1.26385 -1.676 -0.109 1.044
O 3.77578 -4.32822 0.55668 3.491 3.189 -1.663
O -1.54553 0.89615 0.53535 -1.287 0.137 -0.485
O -4.58230 4.47026 -0.45482 3.249 1.828 -3.336
H -1.24808 0.03347 2.41166 -0.115 0.100 -0.332
O 3.06192 -2.65698 1.83017 -0.177 -0.262 0.013
O 3.52533 0.93798 1.57366 -1.048 -0.543 0.930
H -1.49132 -4.15544 2.95605 0.086 0.108 -0.261
H 4.17551 0.00105 -3.38924 -0.150 0.378 -0.044
H -1.24788 0.51766 6.62131 -0.554 -0.316 -0.782
O 0.43889 3.49722 -7.27127 -0.107 0.175 0.011
H -2.10398 1.86846 -4.83786 -0.080 -0.186 0.390
H 2.03603 4.87304 1.46116 0.172 -0.973 0.616
O -6.03880 3.16718 0.38619 -1.075 -0.858 0.552
O -0.32208 2.10036 -5.74022 0.490 -3.221 -0.361
H -3.49081 2.89963 -1.20760 0.123 0.062 0.207
C -3.09937 -2.03395 -3.35803 0.362 -2.950 -0.239
O 0.97611 -0.62249 5.07826 3.308 1.008 0.716
C 2.57663 -4.77912 0.96193 -1.720 -1.261 1.039
O 2.89829 5.80817 0.04386 0.377 1.054 -1.115
C -0.02948 -1.33023 4.64199 0.281 -0.782 -3.614
O -0.85504 -4.56052 0.43146 2.870 -1.441 1.798
O 1.47021 -1.18355 -2.31806 -0.605 -1.182 2.550
H 0.96442 3.47935 -0.10213 -0.010 -0.104 -0.239
H -5.47201 1.48740 -0.74964 0.301 0.232 0.542
H 5.93506 0.57195 3.63073 -0.186 0.102 0.023
H -3.28881 -3.37471 1.01042 0.194 -0.095 0.234
C 1.98611 3.67932 -0.42502 0.824 0.926 2.116
O 5.68267 1.00946 1.65798 1.586 0.228 -0.126
C -1.08151 2.12001 -4.55612 -0.027 1.101 0.219
O 0.43329 0.57527 -0.25364 2.493 -0.748 -1.004
C 4.64021 1.03861 0.86482 -0.687 0.751 -3.531
O -0.32524 -3.68980 -1.55523 -1.565 -0.474 1.040
C -5.47985 4.36008 0.44347 0.803 0.820 2.053
H -0.74852 -0.89678 7.50027 -0.861 -0.329 -0.240
O -1.00424 -1.28736 5.47058 -2.418 0.324 2.146
C 2.72482 4.56738 0.67360 -1.795 -0.258 -0.114
C -5.63678 2.56271 -0.81793 -0.310 -0.783 -2.948
H 2.92575 -5.65013 1.51651 -1.313 -0.479 0.448
O -0.08071 -1.85634 3.53751 0.365 0.419 1.655
O -0.53867 4.20032 -5.37444 0.164 2.037 -1.445
H 1.92810 -5.06938 0.13533 0.034 0.132 -0.049
H 1.95086 -4.10572 2.85050 -0.443 0.736 0.189
C 2.42078 5.79471 -1.22331 1.901 0.925 -2.312
O -0.91769 1.79215 -1.49329 -0.305 -0.938 1.540
C -1.77167 -5.14861 2.60517 -0.482 0.270 -1.775
H 0.97146 0.95945 6.49090 0.162 -0.078 -0.572
C -0.86526 3.60038 -4.20205 -1.096 -1.526 2.446
H -4.41496 3.75854 -2.39700 -0.787 -0.081 0.099
C 0.74789 -0.10487 6.41774 1.377 0.528 -0.737
H -6.42106 2.66183 -1.56838 -0.442 -0.023 0.224
C 1.17596 -0.70748 -3.48089 -0.644 0.169 -2.120
H 3.83052 -0.23961 3.33163 -0.750 -0.127 -0.444
H 3.66014 4.14608 1.04207 0.001 0.173 -0.134
H 3.35231 -1.86384 -2.31206 0.191 -0.135 0.117
H 0.82696 0.81593 1.71226 0.363 0.048 0.007
O -4.34875 -1.55800 -3.99688 2.362 -0.356 1.341
C 3.84652 0.79028 2.97499 -0.151 0.160 0.001
O -3.63120 -0.14722 -2.41869 -0.228 1.015 1.287
C -1.97659 -5.17816 1.04369 0.781 0.715 2.327
C -2.88445 -1.31747 -2.01984 -1.280 -0.504 -2.305
C 2.00533 -3.66251 1.85616 0.630 -0.231 0.024
H -3.31493 -3.09288 -3.21553 0.385 -0.047 0.005
C -0.65671 -0.39425 6.53739 -2.669 -0.246 2.327
C 2.82962 -0.96263 -1.99155 0.856 -0.553 -0.635
H -0.64224 1.50842 -3.76803 -0.336 -0.291 -0.528
H -3.90622 -4.87065 0.20773 -0.282 0.356 0.291
```
Positions in Å, forces in eV/Å.

Computed properties:
SMILES   C[C@H]1COC(=O)O1.O=C1OCCO1.O=C1OCCO1.O=C1OCCO1.O=C1OCCO1.O=C1OCCO1.O=C1OCCO1.O=C1OCCO1.O=C1OCCO1.O=C1OCCO1
HOMO energy   -9.886 eV
Kohn-Sham gap   9.14 eV
E_LUMO   -0.7 eV
Spin multiplicity   1

[2]
A molecular structure, C30H35Br2N3O2STi, computed with the ωB97M-V functional and the def2-TZVPD basis.

XYZ file:
```
74
Properties=species:S:1:pos:R:3:forces:R:3
C 3.23841 3.46474 0.15064 0.045 -0.029 0.129
C -3.25207 5.65257 0.44490 -0.034 0.007 -0.023
C 2.62140 4.58776 -0.38523 0.068 0.140 -0.010
H 3.12731 -5.65395 0.54286 -0.010 0.008 -0.003
C -2.25040 6.21863 1.23022 0.018 -0.007 0.049
C -2.31581 3.41948 0.72552 -0.065 -0.030 -0.025
Br 3.08107 0.71329 1.02516 0.105 -0.001 -0.032
Br -2.29517 -1.94689 -0.34654 0.084 0.098 0.028
H 3.17412 5.51791 -0.45466 -0.018 -0.043 0.000
H -2.09355 1.43680 2.95204 -0.145 -0.204 0.049
N -2.23678 -1.85346 3.39431 -0.069 0.075 0.010
H 2.48978 -1.94630 0.34226 0.012 -0.003 0.010
C 0.21748 0.14508 -1.91634 -0.081 0.219 0.281
H 1.61378 -1.46063 -2.21619 0.014 -0.012 0.050
H -1.47041 -4.72268 -0.11285 0.012 0.002 -0.013
C -0.34986 3.17844 2.40515 0.017 0.007 -0.085
H -1.06826 0.09848 -4.36972 -0.005 -0.019 -0.010
Ti 0.22650 0.29552 0.05865 -0.769 -0.209 -0.485
C 1.30525 4.53182 -0.82264 -0.042 0.057 -0.063
C 0.93644 -0.84193 -2.79738 -0.087 0.036 -0.094
H 0.72573 -5.83130 0.23991 0.010 0.052 -0.001
H 1.53890 -0.34278 -3.56252 -0.044 0.021 0.004
H -3.28961 1.67378 -0.13395 -0.041 -0.008 -0.018
C -2.37784 2.04850 0.31331 0.052 -0.063 -0.284
C 1.80662 -3.97410 0.31083 0.076 -0.020 -0.003
H -0.53879 3.34519 3.46800 -0.007 0.011 0.019
H -1.21392 8.11069 1.25711 -0.018 -0.018 0.006
H -4.49755 1.17132 3.38111 0.006 -0.027 0.000
H 0.67486 3.51182 2.21872 -0.009 -0.012 -0.002
O -1.36432 1.20192 0.26053 0.270 0.158 0.436
C 3.17168 -4.56676 0.52232 -0.026 0.009 0.001
C -1.33672 3.98056 1.58677 0.039 0.090 0.111
H 4.26028 3.48027 0.50142 -0.029 -0.001 -0.006
H 3.60089 -4.22962 1.46650 -0.005 0.006 -0.003
H -1.61318 -2.64933 3.39890 0.029 -0.022 0.000
C -0.56366 -4.14484 -0.00884 -0.127 0.029 -0.079
H -0.36365 3.17861 -1.06944 0.005 0.015 -0.033
C -1.32027 5.35437 1.79381 -0.004 0.005 0.048
H -5.04155 4.59602 -1.04002 0.012 -0.011 0.018
H -5.45129 -1.11182 3.84122 0.018 0.010 -0.008
S 0.02210 -0.61961 2.84617 0.269 0.124 -0.205
H -4.01804 3.26301 -1.57795 0.014 0.011 0.005
C -1.65075 -0.65550 3.12201 -0.108 -0.075 0.016
C -3.55608 -2.03499 3.64875 0.103 -0.057 -0.018
N 1.22247 2.23452 -0.17932 -0.140 -0.186 0.098
C 0.66202 -4.75007 0.18584 0.044 -0.125 0.023
C 0.57287 5.72722 -1.36097 -0.019 -0.024 -0.030
C 0.65293 3.31033 -0.72595 -0.052 0.059 0.003
O -0.59552 1.03273 -2.56291 0.316 -0.171 0.194
H -5.05674 3.06257 -0.17403 0.022 0.017 -0.005
H -4.00511 6.29980 0.00556 0.018 -0.036 0.012
C -4.40005 -0.97218 3.63975 -0.056 0.025 0.016
H 3.85402 -4.27285 -0.27596 -0.008 0.005 0.003
C -3.85425 0.29975 3.38091 0.017 0.054 -0.010
H 1.20906 6.61067 -1.37378 0.011 -0.016 -0.001
C 2.46601 2.33338 0.24834 0.160 -0.038 -0.002
H -0.55900 5.76064 2.45569 -0.014 -0.007 -0.019
C -0.61473 -2.76334 -0.08499 -0.055 -0.279 0.102
C -2.19817 7.69926 1.49210 0.006 -0.011 -0.005
H -0.39120 2.10785 2.23255 0.087 0.083 -0.066
C -4.41301 3.77522 -0.69765 0.000 0.009 0.030
C -2.51697 0.45776 3.13783 -0.011 0.141 -0.052
H -1.41819 1.82926 -4.22046 -0.009 0.008 0.002
C 1.63452 -2.60240 0.24026 0.057 0.018 -0.010
C -0.70012 1.04903 -3.98388 -0.031 -0.045 -0.087
H -3.86379 -3.05018 3.85140 -0.007 0.008 -0.001
C -3.31111 4.29562 0.19067 -0.025 -0.074 -0.064
H 0.23787 -1.51160 -3.31823 0.025 0.085 0.040
H -2.93760 8.23252 0.89495 0.015 -0.017 0.009
N 0.45634 -1.99555 0.04610 0.048 0.220 0.067
H 0.22116 5.54424 -2.37817 0.012 0.006 0.029
H 0.25449 1.28768 -4.45436 0.014 0.004 0.006
H -0.30190 5.93913 -0.74063 0.035 -0.020 -0.031
H -2.39708 7.91956 2.54342 0.005 -0.012 -0.021
```
Positions in Å, forces in eV/Å.

Computed properties:
HOMO energy (spin up / spin down)   -8.204 / -8.842 eV
Kohn-Sham gap (spin up / spin down)   5.78 / 6.36 eV
Net charge   +1
E_LUMO (spin up / spin down)   -2.4 / -2.5 eV
Spin multiplicity   2

In order of appearance, total energy = -94250.561 -214273.342 eV.
In order of appearance, ΔE to the lowest compared entry with this formula, charge and spin = 0.0 7.8 kcal per mole.